Formula: C72H162F2N10O4S2
Source: the Open Molecules 2025 dataset
Level of theory: ωB97M-V with the def2-TZVPD basis set

```
! wB97M-V def2-TZVPD RIJCOSX def2/J DEFGRID3
* xyz 8 1
C 7.349 -4.435 -6.810
C 7.945 -5.456 -7.854
C 7.634 -6.856 -7.409
N 8.119 -7.945 -8.402
C 7.394 -7.876 -9.762
C 9.622 -7.890 -8.716
C 9.949 -9.347 -9.028
C 8.825 -10.228 -8.405
C 7.822 -9.303 -7.775
H 6.271 -4.498 -6.962
H 7.677 -3.409 -6.978
H 7.381 -4.725 -5.760
H 9.018 -5.266 -7.888
H 7.582 -5.331 -8.874
H 6.569 -7.015 -7.238
H 8.265 -7.064 -6.546
H 6.321 -7.923 -9.577
H 7.578 -8.785 -10.336
H 7.579 -6.975 -10.346
H 9.702 -7.132 -9.496
H 10.183 -7.463 -7.885
H 9.900 -9.411 -10.115
H 10.972 -9.535 -8.703
H 8.388 -10.870 -9.170
H 9.245 -10.879 -7.639
H 6.799 -9.666 -7.863
H 8.115 -9.217 -6.728
C 22.910 -15.545 -12.884
C 22.554 -14.167 -12.168
C 22.235 -12.934 -13.163
N 21.923 -11.526 -12.556
C 20.646 -11.777 -11.673
C 21.563 -10.523 -13.589
C 22.935 -9.958 -14.022
C 23.657 -9.792 -12.708
C 23.077 -10.874 -11.761
H 23.457 -16.234 -12.241
H 23.377 -15.401 -13.858
H 21.945 -16.032 -13.021
H 23.294 -13.810 -11.452
H 21.631 -14.447 -11.659
H 21.428 -13.062 -13.885
H 23.113 -12.814 -13.798
H 20.438 -10.757 -11.350
H 20.760 -12.413 -10.795
H 19.879 -12.245 -12.290
H 20.950 -9.722 -13.175
H 21.116 -11.031 -14.444
H 22.782 -9.021 -14.557
H 23.385 -10.590 -14.787
H 23.403 -8.798 -12.340
H 24.740 -9.892 -12.780
H 22.756 -10.417 -10.825
H 23.758 -11.686 -11.504
C 9.325 -15.347 -11.731
C 9.869 -14.635 -12.996
C 11.091 -15.434 -13.473
N 11.890 -14.717 -14.637
C 12.652 -13.502 -14.062
C 10.980 -14.263 -15.802
C 11.847 -14.468 -17.010
C 12.630 -15.757 -16.822
C 12.909 -15.663 -15.339
H 8.399 -14.817 -11.509
H 9.937 -15.150 -10.850
H 9.023 -16.391 -11.809
H 10.151 -13.632 -12.675
H 9.033 -14.523 -13.686
H 10.814 -16.422 -13.839
H 11.926 -15.502 -12.775
H 12.884 -12.856 -14.909
H 13.443 -13.988 -13.493
H 12.031 -12.910 -13.390
H 10.495 -13.302 -15.631
H 10.107 -14.914 -15.827
H 12.312 -13.500 -17.195
H 11.190 -14.542 -17.877
H 13.491 -15.828 -17.486
H 12.061 -16.648 -17.087
H 13.911 -15.266 -15.178
H 12.761 -16.673 -14.958
C 19.179 -9.695 -5.948
C 18.536 -10.999 -5.307
C 19.447 -11.549 -4.197
N 19.247 -12.992 -3.678
C 19.537 -14.068 -4.854
C 20.031 -13.288 -2.367
C 19.170 -12.619 -1.324
C 17.737 -12.487 -1.847
C 17.785 -13.152 -3.192
H 18.555 -9.313 -6.756
H 20.131 -9.875 -6.447
H 19.171 -8.980 -5.125
H 18.492 -11.758 -6.088
H 17.505 -10.874 -4.976
H 19.370 -10.804 -3.404
H 20.467 -11.633 -4.571
H 19.106 -15.038 -4.605
H 20.600 -14.120 -5.090
H 18.972 -13.636 -5.679
H 19.806 -14.354 -2.364
H 21.073 -13.044 -2.577
H 19.222 -13.207 -0.408
H 19.360 -11.590 -1.021
H 17.159 -13.169 -1.222
H 17.336 -11.492 -2.040
H 17.583 -14.210 -3.021
H 17.083 -12.778 -3.938
C 18.442 -17.804 -14.687
C 18.917 -17.572 -16.116
C 19.342 -18.805 -16.873
N 19.942 -18.508 -18.290
C 21.270 -17.661 -18.217
C 18.946 -17.861 -19.249
C 19.191 -18.355 -20.740
C 20.101 -19.563 -20.532
C 20.092 -19.875 -19.033
H 18.265 -16.896 -14.110
H 19.221 -18.366 -14.173
H 17.514 -18.362 -14.558
H 19.777 -16.918 -15.971
H 18.141 -17.066 -16.691
H 18.528 -19.524 -16.968
H 20.108 -19.413 -16.393
H 21.607 -17.632 -19.253
H 21.993 -18.063 -17.507
H 21.068 -16.614 -17.990
H 19.104 -16.784 -19.186
H 17.954 -18.122 -18.881
H 19.637 -17.592 -21.379
H 18.246 -18.706 -21.154
H 21.155 -19.481 -20.797
H 19.810 -20.337 -21.243
H 20.977 -20.329 -18.588
H 19.269 -20.527 -18.741
C 22.450 -18.490 -7.026
C 22.138 -19.264 -5.711
C 23.271 -19.335 -4.709
N 22.929 -20.294 -3.472
C 22.512 -21.701 -3.976
C 24.171 -20.302 -2.498
C 24.015 -19.124 -1.541
C 22.634 -18.498 -1.820
C 21.886 -19.657 -2.573
H 21.665 -17.873 -7.462
H 22.936 -19.022 -7.844
H 23.217 -17.739 -6.834
H 21.932 -20.263 -6.095
H 21.287 -18.907 -5.131
H 23.559 -18.390 -4.247
H 24.184 -19.853 -5.004
H 23.059 -22.055 -4.850
H 21.445 -21.635 -4.189
H 22.597 -22.362 -3.114
H 24.082 -21.257 -1.981
H 25.052 -20.364 -3.138
H 24.010 -19.430 -0.495
H 24.835 -18.406 -1.537
H 22.081 -18.101 -0.969
H 22.874 -17.658 -2.472
H 21.761 -20.464 -1.851
H 21.018 -19.473 -3.206
C 19.472 -21.889 -10.868
C 19.547 -23.339 -11.444
C 19.723 -23.367 -12.973
N 19.977 -24.738 -13.612
C 18.768 -25.678 -13.248
C 21.316 -25.370 -13.228
C 21.779 -26.148 -14.453
C 20.850 -25.869 -15.613
C 20.107 -24.597 -15.172
H 19.416 -21.955 -9.781
H 18.518 -21.481 -11.199
H 20.333 -21.249 -11.060
H 18.675 -23.932 -11.168
H 20.475 -23.696 -10.998
H 20.497 -22.714 -13.379
H 18.784 -23.084 -13.449
H 19.075 -26.651 -13.630
H 17.874 -25.280 -13.728
H 18.666 -25.705 -12.163
H 21.285 -26.000 -12.339
H 22.002 -24.545 -13.036
H 21.784 -27.224 -14.280
H 22.801 -25.892 -14.733
H 20.202 -26.740 -15.705
H 21.336 -25.816 -16.587
H 19.092 -24.499 -15.558
H 20.691 -23.702 -15.386
C 15.222 -7.715 -11.224
C 14.650 -6.207 -11.289
C 14.959 -5.348 -10.010
N 14.575 -3.878 -10.053
C 13.088 -3.813 -10.360
C 15.510 -3.157 -11.068
C 15.306 -1.681 -10.732
C 15.352 -1.695 -9.192
C 14.906 -3.101 -8.745
H 16.306 -7.685 -11.113
H 14.891 -8.223 -12.129
H 14.706 -8.178 -10.382
H 13.582 -6.237 -11.501
H 15.101 -5.695 -12.139
H 15.970 -5.464 -9.621
H 14.301 -5.757 -9.243
H 12.786 -2.766 -10.340
H 12.547 -4.252 -9.521
H 12.954 -4.302 -11.325
H 15.087 -3.502 -12.012
H 16.525 -3.531 -10.933
H 14.351 -1.291 -11.083
H 16.105 -1.073 -11.156
H 14.771 -0.884 -8.752
H 16.357 -1.654 -8.772
H 14.012 -2.940 -8.143
H 15.609 -3.708 -8.173
C 12.516 -12.931 -3.424
C 11.699 -14.210 -3.768
C 12.548 -15.495 -3.784
N 11.871 -16.860 -4.181
C 10.786 -17.211 -3.124
C 11.275 -16.750 -5.566
C 11.430 -18.087 -6.271
C 12.637 -18.724 -5.554
C 12.874 -18.017 -4.181
H 11.918 -12.028 -3.554
H 13.378 -12.817 -4.080
H 12.772 -13.022 -2.368
H 11.310 -13.993 -4.763
H 10.923 -14.247 -3.003
H 12.921 -15.618 -2.767
H 13.414 -15.404 -4.440
H 10.391 -18.212 -3.295
H 9.999 -16.467 -3.241
H 11.217 -17.083 -2.131
H 10.346 -16.179 -5.581
H 11.850 -16.079 -6.204
H 10.502 -18.655 -6.201
H 11.568 -17.916 -7.339
H 12.552 -19.752 -5.201
H 13.507 -18.772 -6.208
H 12.874 -18.662 -3.302
H 13.876 -17.597 -4.263
N 15.824 -15.246 -7.526
S 15.390 -14.140 -8.648
O 14.178 -14.394 -9.422
O 16.411 -13.279 -9.277
F 14.756 -13.075 -7.637
S 16.420 -16.179 -8.473
O 17.731 -15.729 -9.034
O 15.611 -16.961 -9.379
F 16.751 -17.303 -7.322
*
```

For the largest force on an atom, the calculation gives 11.928 eV/A. As for the HOMO-LUMO gap: 9.50 eV. Its HOMO energy is -20.8 eV.